Entry from OMol25: a molecular structure, C42H64BrGeN6PSSnTe at a distorted geometry (ωB97M-V with the def2-TZVPD basis set).

Output
net charge: +2
E_HOMO (alpha / beta): -12.07 / -12.06 eV
Kohn-Sham gap (alpha / beta): 3.702 / 5.873 eV
energy above the lowest of the compared OMol25 structures with the same formula, charge and spin: 36.3 kcal/mol
LUMO level (alpha / beta): -8.363 / -6.192 eV

Each line ends with the Löwdin charge.
Element x y z (Å)
Sn1 13.382 13.079 9.180  1.12
Br1 17.087 13.399 8.377  0.69
C1 16.800 11.499 8.484  -0.58
C2 17.935 10.774 8.793  -0.12
C3 18.040 9.431 8.357  -0.03
C4 17.040 8.949 7.538  -0.02
C5 15.833 9.628 7.311  -0.15
C6 14.793 9.066 6.532  0.00
C7 13.571 9.689 6.480  -0.06
C8 13.363 10.887 7.209  -0.18
C9 14.347 11.476 7.971  -0.26
C10 15.638 10.896 7.980  -0.23
H1 18.736 11.257 9.367  0.11
H2 18.890 8.809 8.636  0.12
H3 17.134 7.974 7.057  0.13
H4 15.021 8.132 5.999  0.13
H5 12.765 9.241 5.887  0.12
H6 12.372 11.326 7.185  0.05
Te1 15.790 16.445 8.074  0.87
C11 15.391 18.494 7.843  -1.00
C12 15.645 19.306 8.939  -0.27
C13 15.537 20.668 8.587  -0.19
C14 15.182 20.903 7.288  -0.40
S1 14.931 19.453 6.399  0.93
H7 15.888 18.888 9.919  0.09
H8 15.813 21.482 9.251  0.11
H9 15.048 21.850 6.754  0.08
C15 12.342 14.699 16.279  -0.12
C16 12.650 14.564 14.822  -0.29
C17 13.641 13.440 14.538  -0.25
C18 13.537 12.832 13.126  -0.37
Ge1 14.395 13.722 11.608  0.81
C19 16.364 13.473 11.818  -0.35
C20 16.713 13.210 13.283  -0.29
C21 18.032 12.468 13.551  -0.23
C22 18.026 11.080 12.882  -0.10
H10 11.616 15.531 16.478  0.09
H11 13.259 14.868 16.867  0.09
H12 11.841 13.795 16.698  0.09
H13 13.027 15.518 14.436  0.11
H14 11.720 14.367 14.257  0.09
H15 13.413 12.651 15.247  0.11
H16 14.665 13.779 14.723  0.09
H17 12.506 12.716 12.835  0.02
H18 13.976 11.839 13.085  0.04
H19 14.254 15.214 12.000  -0.02
H20 16.794 14.391 11.427  0.05
H21 16.662 12.679 11.134  0.00
H22 15.984 12.534 13.738  0.07
H23 16.648 14.141 13.867  0.12
H24 18.160 12.368 14.631  0.11
H25 18.878 13.034 13.161  0.11
H26 17.145 10.508 13.141  0.07
H27 18.905 10.484 13.154  0.08
H28 18.003 11.106 11.790  0.04
N1 11.616 14.056 5.933  0.15
C23 11.581 15.089 6.839  -0.37
C24 10.778 16.218 6.616  0.02
C25 10.683 17.189 7.607  -0.02
C26 11.489 17.072 8.731  -0.05
C27 12.332 16.006 8.812  -0.23
N2 12.305 14.970 7.958  0.01
H29 11.363 14.331 4.988  0.12
H30 12.451 13.475 6.013  0.09
H31 10.084 16.193 5.786  0.12
H32 10.023 18.024 7.519  0.12
H33 11.563 17.858 9.461  0.12
H34 13.121 15.993 9.540  0.03
N3 11.408 12.365 9.437  -0.24
P1 10.420 11.568 10.325  0.53
N4 10.990 10.273 11.217  -0.20
C28 12.088 9.548 10.521  -0.23
C29 12.154 8.087 10.907  -0.17
C30 12.253 7.897 12.428  -0.17
C31 12.092 9.250 13.174  -0.17
C32 10.848 9.982 12.658  -0.19
N5 9.656 12.512 11.427  -0.17
C33 10.015 13.944 11.429  -0.21
C34 9.211 14.717 12.463  -0.17
C35 7.718 14.602 12.125  -0.19
C36 7.257 13.172 11.881  -0.15
C37 8.397 12.148 12.142  -0.16
N6 9.324 10.827 9.268  -0.06
C38 8.643 9.533 9.542  -0.14
C39 8.106 8.940 8.227  -0.16
C40 7.030 9.847 7.559  -0.16
C41 7.354 11.328 7.859  -0.16
C42 8.862 11.570 8.070  -0.16
H35 13.049 10.088 10.707  0.12
H36 11.905 9.640 9.435  0.10
H37 13.055 7.689 10.412  0.12
H38 11.321 7.564 10.486  0.10
H39 13.229 7.460 12.679  0.12
H40 11.515 7.207 12.835  0.11
H41 13.001 9.879 13.015  0.10
H42 11.958 9.069 14.252  0.12
H43 10.637 10.901 13.274  0.12
H44 10.010 9.294 12.841  0.12
H45 9.863 14.381 10.442  0.11
H46 11.099 13.980 11.646  0.08
H47 9.492 15.781 12.346  0.13
H48 9.396 14.365 13.484  0.11
H49 7.546 15.188 11.245  0.10
H50 7.108 15.074 12.887  0.12
H51 6.883 13.068 10.855  0.10
H52 6.457 12.940 12.563  0.11
H53 8.103 11.143 11.811  0.10
H54 8.605 12.111 13.213  0.12
H55 7.771 9.670 10.205  0.14
H56 9.373 8.888 10.025  0.11
H57 7.658 7.990 8.539  0.12
H58 8.931 8.695 7.542  0.12
H59 6.028 9.527 7.863  0.12
H60 7.019 9.720 6.466  0.12
H61 6.824 11.730 8.693  0.09
H62 7.078 11.923 6.964  0.13
H63 9.061 12.645 8.263  0.12
H64 9.481 11.286 7.215  0.13